1.
{
  "formula": "C20H12F5IN2O2Pt",
  "method": "ωB97M-V/def2-TZVPD",
  "species": ["Pt", "C", "C", "N", "C", "C", "C", "O", "C", "C", "N", "C", "C", "C", "C", "C", "C", "I", "C", "O", "H", "H", "H", "H", "H", "H", "H", "H", "H", "H", "H", "H", "F", "C", "C", "C", "F", "C", "F", "C", "F", "C", "F"],
  "positions_angstrom": [[-0.799034, 1.020693, 0.168301], [3.671748, 1.833645, -0.452271], [3.297153, 0.386440, -0.332974], [4.190895, -0.532941, -0.574587], [3.838756, -1.842153, -0.512379], [2.564610, -2.267647, -0.287367], [2.287951, -3.742297, -0.207373], [1.384174, -4.134959, -1.246979], [1.556213, -1.291269, -0.038788], [0.206474, -1.743675, 0.130417], [-0.825517, -1.046899, 0.468227], [-2.042845, -1.742906, 0.724109], [-2.063960, -3.080186, 1.130010], [-3.248244, -3.744314, 1.390912], [-4.466467, -3.089004, 1.281426], [-4.477859, -1.756781, 0.908410], [-3.280946, -1.112381, 0.644534], [-3.376971, 0.897970, 0.043287], [1.940862, 0.058563, 0.021685], [1.181237, 1.043029, 0.384213], [4.742263, 1.913708, -0.623088], [3.387381, 2.388457, 0.441716], [3.136426, 2.287335, -1.290363], [4.639023, -2.556870, -0.664976], [1.860674, -3.986858, 0.771148], [3.234731, -4.276106, -0.298044], [1.460451, -5.083603, -1.384623], [0.043528, -2.794558, -0.092896], [-1.128400, -3.604774, 1.273612], [-3.213554, -4.780221, 1.701545], [-5.394678, -3.599529, 1.501195], [-5.411703, -1.215226, 0.832438], [-0.582366, 3.550012, 2.076579], [-0.684933, 3.944251, 0.794576], [-0.765146, 3.005890, -0.219960], [-0.882256, 3.509517, -1.502565], [-0.979849, 2.671804, -2.554378], [-0.917548, 4.864574, -1.778181], [-1.036764, 5.310036, -3.034251], [-0.831008, 5.768203, -0.737192], [-0.865018, 7.081518, -0.982895], [-0.713892, 5.306798, 0.559941], [-0.635596, 6.182714, 1.567849]],
  "forces_ev_per_a": [[-0.6, -0.1, 0.4], [0.0, -0.1, 0.0], [0.1, 0.0, 0.1], [0.0, -0.1, 0.0], [0.0, 0.2, 0.0], [0.0, 0.0, 0.0], [0.0, 0.0, -0.1], [0.0, 0.0, 0.0], [-0.1, 0.0, -0.2], [0.3, -0.4, 0.0], [-0.4, 0.3, -0.3], [-0.1, 0.0, 0.1], [0.2, -0.1, 0.1], [0.0, 0.0, 0.0], [0.0, 0.0, 0.0], [0.0, 0.0, 0.0], [-0.1, 0.3, -0.2], [0.6, -0.1, 0.1], [-0.1, -0.1, 0.2], [0.1, 0.4, -0.5], [0.0, 0.0, 0.0], [0.0, 0.0, 0.0], [0.0, 0.0, 0.0], [0.0, 0.0, 0.0], [0.0, 0.0, 0.0], [0.0, 0.0, 0.0], [0.0, 0.0, 0.0], [0.1, 0.0, 0.2], [0.0, 0.0, 0.0], [0.0, 0.0, 0.0], [0.0, 0.0, 0.0], [0.0, 0.0, 0.0], [0.0, 0.0, 0.0], [0.0, 0.0, 0.0], [-0.1, -0.2, 0.1], [0.0, 0.0, 0.0], [0.0, 0.0, 0.0], [0.0, 0.0, -0.1], [0.0, 0.0, 0.0], [0.0, 0.2, 0.0], [0.0, -0.1, 0.0], [0.0, 0.1, 0.1], [0.0, 0.0, 0.0]],
  "de_lowest_kcal_mol": 0.0,
  "e_lumo_ev": -0.98,
  "homo_energy_ev": -8.22,
  "energy_ev": -52943.5755,
  "gap_ev": 7.24
}

=====

2.
{
  "formula": "C20H13AsN2O10STa",
  "method": "ωB97M-V/def2-TZVPD",
  "species": ["Ta", "O", "As", "O", "O", "C", "C", "C", "C", "C", "C", "S", "O", "O", "O", "H", "H", "H", "H", "H", "N", "C", "C", "C", "C", "C", "C", "C", "H", "H", "H", "H", "O", "C", "O", "C", "C", "C", "C", "C", "C", "N", "O", "O", "H", "H", "H", "H"],
  "positions_angstrom": [[-0.087307, 1.099836, -0.103709], [1.394368, 1.515054, -1.124323], [0.234296, 4.324821, 0.992448], [-0.221047, 5.830970, 0.742240], [-0.461127, 3.071252, 0.072775], [2.022778, 3.782767, 1.391498], [3.203130, 4.238752, 0.837844], [4.395041, 3.678077, 1.289002], [4.403140, 2.691322, 2.266656], [3.218884, 2.233009, 2.833504], [2.043221, 2.797098, 2.379513], [0.449249, 2.347840, 2.956648], [0.402909, 1.955694, 4.307982], [-0.324011, 3.634928, 2.660722], [-0.041843, 1.319748, 1.979503], [1.891354, 1.701720, -1.924656], [3.201407, 5.021487, 0.091217], [5.332862, 4.027024, 0.878464], [5.344615, 2.282261, 2.606740], [3.213519, 1.483865, 3.613908], [2.494504, -5.794705, 1.432144], [2.145786, -4.718293, 1.237851], [1.703502, -3.368999, 0.994212], [2.168535, -2.676488, -0.118068], [1.737883, -1.379645, -0.343505], [0.837792, -0.745335, 0.524960], [0.391879, -1.466776, 1.643464], [0.812814, -2.763160, 1.877295], [2.865018, -3.151181, -0.795762], [2.116930, -0.858211, -1.212569], [-0.300439, -1.021007, 2.345229], [0.458722, -3.310012, 2.740665], [-0.961258, 0.285543, -1.790507], [-1.980182, -0.142382, -1.119631], [-2.003151, 0.276878, 0.096828], [-2.977782, -1.028092, -1.668852], [-4.037538, -1.463160, -0.867658], [-4.983892, -2.319862, -1.398619], [-4.875350, -2.741974, -2.717763], [-3.813302, -2.296185, -3.486231], [-2.854485, -1.442842, -2.994654], [-3.696695, -2.755463, -4.889518], [-4.565784, -3.487233, -5.302466], [-2.745471, -2.351157, -5.521294], [-4.108441, -1.126790, 0.157522], [-5.807970, -2.663462, -0.790130], [-5.599484, -3.411748, -3.159715], [-2.037580, -1.115786, -3.621204]],
  "forces_ev_per_a": [[0.1, 0.1, -0.4], [0.0, 0.0, 0.0], [-0.1, 0.6, 0.1], [0.0, -0.1, 0.0], [0.0, -0.6, -0.1], [0.0, -0.1, 0.1], [0.0, 0.0, 0.0], [0.0, 0.0, 0.0], [0.0, 0.0, 0.0], [-0.1, 0.0, 0.0], [0.1, 0.1, -0.1], [0.0, -0.1, 0.0], [-0.1, -0.1, 0.0], [0.0, -0.1, 0.0], [0.1, 0.2, 0.6], [0.0, -0.1, 0.0], [0.0, 0.0, 0.0], [0.0, 0.0, 0.0], [0.0, 0.0, 0.0], [0.0, 0.0, 0.0], [0.0, 0.0, 0.0], [0.0, 0.1, 0.0], [0.0, -0.1, 0.0], [0.0, 0.0, 0.0], [0.0, 0.0, 0.0], [0.0, 0.0, 0.0], [0.0, 0.0, 0.0], [0.0, 0.0, 0.0], [0.0, 0.0, 0.0], [0.0, 0.0, 0.0], [0.0, 0.0, 0.0], [0.0, 0.0, 0.0], [-0.1, 0.0, 0.1], [-0.1, 0.1, 0.1], [0.1, 0.1, -0.1], [0.0, 0.0, -0.1], [0.0, 0.0, 0.0], [0.0, 0.0, 0.0], [0.0, 0.0, 0.0], [0.0, 0.0, 0.0], [0.0, 0.0, 0.0], [-0.1, 0.1, 0.0], [0.0, 0.0, 0.0], [0.0, 0.0, 0.0], [0.0, 0.0, 0.0], [0.0, 0.0, 0.0], [0.0, 0.0, 0.0], [0.0, 0.0, 0.0]],
  "total_charge": 1,
  "de_lowest_kcal_mol": 37.0,
  "e_lumo_ev": -4.66,
  "homo_energy_ev": -12.61,
  "energy_ev": -117624.7132,
  "gap_ev": 7.94
}

=====

3.
{
  "formula": "C20H13Cl2F3N4S2Ta",
  "method": "ωB97M-V/def2-TZVPD",
  "species": ["Ta", "C", "C", "N", "C", "C", "C", "C", "C", "C", "C", "C", "C", "N", "C", "H", "H", "H", "H", "H", "H", "H", "H", "Cl", "C", "Cl", "H", "H", "F", "C", "F", "F", "C", "C", "C", "C", "N", "C", "S", "H", "H", "H", "S", "C", "N"],
  "positions_angstrom": [[-0.634870, -0.012338, 0.585669], [1.308600, -1.119502, 4.286038], [0.308909, -1.002544, 3.374173], [0.585706, -0.741117, 2.060047], [1.933580, -0.755585, 1.588899], [2.950799, -1.000685, 2.525973], [2.635464, -1.113737, 3.889436], [4.262174, -1.191125, 1.991940], [4.540687, -1.034489, 0.669625], [3.510581, -0.630274, -0.239468], [3.778266, -0.383936, -1.603849], [2.737575, -0.140328, -2.488282], [1.430629, -0.133285, -2.011607], [1.122989, -0.347640, -0.710316], [2.204553, -0.563148, 0.227266], [1.023857, -1.184397, 5.352946], [-0.723415, -1.074554, 3.712265], [3.425309, -1.182240, 4.641100], [5.060178, -1.492474, 2.690329], [5.550973, -1.153772, 0.263886], [4.817356, -0.400152, -1.921348], [2.879984, 0.078993, -3.550884], [0.559637, 0.082826, -2.635206], [0.086685, 2.333373, 2.466703], [-1.674440, 2.410109, 2.514734], [-2.366403, 0.683533, 2.290534], [-2.054448, 2.967658, 1.667163], [-2.034362, 2.777543, 3.485094], [-2.104837, 3.710600, -3.215223], [-2.303900, 2.493472, -3.786006], [-3.187512, 2.648210, -4.840135], [-1.106196, 2.068880, -4.309722], [-2.890306, 1.473573, -2.812032], [-4.014528, 0.701951, -3.055239], [-4.240700, -0.399166, -2.196954], [-3.461077, -0.584957, -1.102489], [-2.399371, 0.225852, -0.837735], [-2.133557, 1.278023, -1.595179], [-0.843734, 2.177334, -0.894741], [-4.655499, 0.989194, -3.890424], [-5.089854, -1.055555, -2.412616], [-3.729591, -1.377480, -0.389356], [-2.235672, -4.300734, -0.270782], [-1.611065, -2.922369, 0.110807], [-1.219158, -1.803541, 0.374964]],
  "forces_ev_per_a": [[-1.4, 0.9, -4.3], [0.7, -0.1, 1.8], [0.0, 0.4, -1.6], [1.5, -0.2, 1.1], [-1.9, -0.2, 2.3], [0.4, -0.2, -1.1], [-0.3, 0.1, 0.3], [1.1, -0.2, 0.5], [0.1, 0.5, 0.1], [0.3, -0.4, 0.3], [-0.5, 0.1, -0.6], [0.5, 0.1, 0.0], [-1.1, -0.1, 1.5], [1.6, 0.2, 1.8], [-1.4, 0.2, -2.6], [0.4, -0.2, -0.7], [0.1, 0.2, -0.4], [-0.1, -0.1, -0.3], [-0.4, 0.2, -0.4], [-0.4, -0.1, 0.3], [-0.2, 0.0, -0.2], [0.2, -0.2, 0.5], [0.4, -0.1, -0.1], [-0.4, -0.1, -0.2], [-0.2, 0.1, 0.4], [0.1, 0.7, 0.3], [0.0, 0.0, -0.1], [0.2, -0.3, -0.3], [-0.1, -1.3, -0.5], [-1.1, 0.9, -1.7], [1.5, -0.1, 1.5], [-1.3, 0.3, 0.9], [1.8, 0.6, 1.2], [1.0, 0.1, 0.2], [-1.3, 0.5, -0.9], [0.1, -0.5, 0.4], [-0.6, -0.8, 1.2], [-1.4, -0.7, -1.9], [1.0, -0.4, 1.1], [0.1, -0.5, 0.1], [0.3, 0.2, 0.3], [0.5, 0.4, -0.3], [0.9, 1.5, 0.5], [-1.5, -2.4, -0.9], [0.5, 1.0, 0.4]],
  "total_charge": 3,
  "de_lowest_kcal_mol": 0.0,
  "e_lumo_ev": -11.75,
  "homo_energy_ev": -17.76,
  "energy_ev": -83305.4770,
  "gap_ev": 6.00
}